The following is a DFT calculation (ωB97M-V with the def2-TZVPD basis set) of a structure of composition C27H35Br2N2PPdTe.

ORCA input file:
```
! RIJCOSX wB97M-V def2-TZVPD def2/J DEFGRID3
* xyz 0 1
Pd 0.23884 -0.96679 -0.67575
Br 3.90170 2.46404 4.56882
C 2.74446 1.32010 3.61772
C 2.83702 1.23851 2.23965
C 1.97726 0.39665 1.55300
C 1.03043 -0.36705 2.22420
C 0.95727 -0.28140 3.61276
C 1.80820 0.56209 4.30578
N 0.18927 -1.19575 1.41106
C -0.58488 -2.04657 1.96045
C -1.46477 -2.98033 1.24350
C -2.30292 -3.80021 1.99284
C -3.12685 -4.69208 1.32414
C -3.08050 -4.73513 -0.05828
C -2.21168 -3.87156 -0.71945
N -1.43047 -3.01386 -0.08553
H 3.57437 1.81564 1.69893
H 2.04507 0.30556 0.47439
H 0.24209 -0.85299 4.18705
H 1.74108 0.62727 5.38277
H -0.63760 -2.12294 3.04366
H -2.30767 -3.74183 3.07378
H -3.79079 -5.34350 1.87693
H -3.70022 -5.41886 -0.62138
H -2.14046 -3.86352 -1.80200
Te 2.01000 -2.89097 -0.78786
C 3.71526 -1.68078 -1.03744
C 4.18159 -1.37828 -2.31524
C 5.30611 -0.58035 -2.48340
C 5.97932 -0.07809 -1.37866
C 5.52431 -0.37748 -0.10211
C 4.39939 -1.17507 0.06744
H 3.64979 -1.75198 -3.18041
H 5.65514 -0.34923 -3.48228
H 6.85832 0.53997 -1.51267
H 6.04696 0.00751 0.76571
H 4.05048 -1.40296 1.06690
C -2.91594 -0.60772 -2.11803
C -2.41739 0.83727 -2.03787
C -3.60980 1.78803 -1.91389
P -1.05658 0.99439 -0.79123
C -1.75895 1.49094 0.84528
C -2.81325 0.48674 1.32580
C -2.26511 2.92283 1.02207
C -0.02434 2.46910 -1.24690
C -0.76843 3.58736 -1.97822
C 1.25063 2.11870 -2.01262
H -3.67024 -0.68545 -2.90485
H -3.38141 -0.92350 -1.18037
H -2.10631 -1.29917 -2.34169
H -1.89579 1.05610 -2.97678
H -4.17121 1.60683 -0.99699
H -4.29358 1.60915 -2.74685
H -3.33116 2.83939 -1.93963
H -0.87842 1.38435 1.48904
H -3.80219 0.74914 0.94863
H -2.86833 0.49577 2.41744
H -2.59788 -0.53364 1.00881
H -3.13625 3.13185 0.40201
H -1.49968 3.66617 0.80131
H -2.56438 3.06623 2.06385
H 0.28128 2.84880 -0.26307
H -1.10323 3.25426 -2.96232
H -0.08884 4.42762 -2.13639
H -1.63204 3.96296 -1.43173
H 1.02716 1.73148 -3.00548
H 1.84890 1.35888 -1.50945
H 1.85539 3.02247 -2.12391
Br 0.50245 -1.17515 -3.15499
*
```

As for the LUMO energy: -1.01 eV. As for the energy above the lowest of the compared OMol25 structures with the same formula, charge and spin: 21.9 kJ/mol.

Mulliken atomic charge list, values in e, 5 entries: atom 1 (Pd): 0.27, atom 2 (Br): -0.19, atom 3 (C): -0.17, atom 4 (C): -0.71, atom 5 (C): 0.61

The following is a DFT calculation (ωB97M-V with the def2-TZVPD basis set) of a structure of composition C27H35Br64O3S3.

ORCA input file:
```
! RIJCOSX wB97M-V def2-TZVPD def2/J DEFGRID3
* xyz 1 1
O -0.56178 -0.16539 4.99970
S -1.88970 -0.51557 4.43732
O -2.81755 -0.77626 5.57121
O -1.80899 -1.91245 3.56025
C -2.65124 0.83630 3.48355
C -1.99918 1.10293 2.09794
C -0.45083 1.38396 2.12322
S 0.38615 0.23854 0.93653
S 0.74022 -1.60906 1.85636
C 2.08149 0.88172 0.51461
C 2.64961 1.87169 1.59533
C 4.19313 1.63247 1.69123
Br 4.48164 0.06644 2.86068
H -2.48068 -1.92643 2.85081
H -3.72987 0.62613 3.32213
H -2.62148 1.74098 4.12341
H -2.47033 2.02810 1.70114
H -2.26109 0.31509 1.35670
H -0.26242 2.40431 1.71558
H 0.02745 1.36030 3.12356
H 2.00901 -2.02800 1.53422
H 2.74654 -0.00837 0.50347
H 2.07398 1.31275 -0.50664
H 2.21278 1.58720 2.56724
H 2.41784 2.90860 1.30361
H 4.68766 2.50282 2.15982
H 4.61541 1.42578 0.69458
C -3.17210 -4.18384 0.91858
Br -3.96709 -2.42239 1.09516
Br -4.26512 -5.35903 -0.15641
Br -1.34959 -4.07848 0.27491
H -3.13167 -4.61272 1.91584
C 3.40192 2.90529 -3.08073
Br 1.67972 2.02425 -3.14382
Br 4.34892 2.53547 -1.43444
Br 4.46943 2.48957 -4.63086
H 3.20877 3.97228 -3.10174
C -3.12592 -8.26430 2.16384
Br -4.44016 -7.34546 3.25140
Br -3.92706 -8.97471 0.54912
Br -1.57350 -7.16694 1.76951
H -2.76710 -9.10981 2.74472
C 0.99559 -0.74341 -6.39779
Br 0.20767 -0.97530 -4.64145
Br 1.39330 1.11125 -6.78022
Br 2.55534 -1.86132 -6.62639
H 0.25749 -1.06427 -7.12284
C 7.83302 0.36266 -2.73151
Br 7.06736 0.11234 -0.96911
Br 8.20643 2.22720 -3.08844
Br 9.39249 -0.74695 -2.99808
H 7.08814 0.04309 -3.45068
C 6.64309 -1.50084 -6.72276
Br 5.82502 -1.78877 -4.99252
Br 6.98782 0.37725 -7.03893
Br 8.23565 -2.57270 -6.94933
H 5.92927 -1.82485 -7.47091
C -0.55712 2.45917 -10.50335
Br -1.97837 2.28826 -9.20093
Br 0.85803 3.62059 -9.87753
Br 0.13294 0.73446 -11.04030
H -0.98466 2.92463 -11.38282
C 0.74521 5.73163 0.77639
Br 1.76081 7.36459 0.62155
Br 1.33005 4.39733 -0.50413
Br 0.75490 5.04466 2.58978
H -0.28318 5.97377 0.53272
C 4.16609 5.92977 -6.79031
Br 3.88414 7.56424 -7.78207
Br 4.15213 6.24080 -4.87662
Br 2.90891 4.55080 -7.30651
H 5.15545 5.56915 -7.04431
C -2.07971 9.54528 1.02017
Br -2.28871 11.35264 0.37120
Br -1.68451 8.31157 -0.42215
Br -0.77245 9.43775 2.44448
H -3.03144 9.24528 1.44046
C -0.46233 -4.30154 4.80425
Br -2.21177 -5.08432 4.96700
Br 0.56006 -4.44247 6.44010
Br 0.48144 -5.04016 3.28654
H -0.60416 -3.24435 4.60999
C 1.34075 3.38595 6.20837
Br -0.57618 3.42441 5.94245
Br 2.22108 2.17902 4.97884
Br 2.10335 5.15482 6.07261
H 1.51830 3.02027 7.21252
C 0.39293 6.58999 -3.76432
Br 0.09956 8.07910 -2.56262
Br -0.81710 5.12236 -3.39744
Br 0.31538 7.13528 -5.61689
H 1.39808 6.22793 -3.58206
C 4.33555 0.31255 -12.35447
Br 4.04961 1.92524 -13.38317
Br 4.27595 0.65685 -10.44944
Br 3.10440 -1.09021 -12.86501
H 5.33338 -0.04006 -12.58355
C -1.81480 -7.48100 -2.61286
Br -2.05039 -8.71648 -4.08176
Br -0.25012 -7.91267 -1.56037
Br -1.79702 -5.63814 -3.18907
H -2.67769 -7.58778 -1.96460
C 1.93386 -2.46395 9.50838
Br 0.55782 -2.35888 10.86307
Br 3.43334 -1.31114 9.91482
Br 2.49792 -4.28999 9.20137
H 1.49799 -2.10628 8.58290
C -4.90807 -1.34516 6.12272
Br -5.67085 -2.42496 4.70670
Br -6.17736 -1.03203 7.54922
Br -3.25939 -2.10099 6.78577
H -4.66504 -0.38073 5.69309
C -3.65676 13.09719 -3.52010
Br -5.10407 13.10690 -2.23606
Br -2.30092 14.40528 -3.08100
Br -2.90097 11.32880 -3.73111
H -4.07685 13.38110 -4.47687
C -6.27834 -5.08161 8.44512
Br -8.03420 -5.88549 8.56156
Br -5.29827 -5.24442 10.10422
Br -5.27315 -5.78215 6.94780
H -6.42325 -4.02295 8.26287
C 0.18990 -10.86580 3.05509
Br -1.08777 -9.93719 4.17316
Br -0.64423 -11.56756 1.45718
Br 1.71592 -9.75138 2.64079
H 0.55607 -11.71119 3.62433
C -8.01245 -7.56530 2.81407
Br -8.19707 -6.08292 1.58281
Br -8.01272 -6.96965 4.65503
Br -9.34584 -8.93096 2.49968
H -7.04455 -8.01498 2.62571
*
```

As for the LUMO energy: -3.54 eV.

Mulliken atomic charge list, values in e, 5 entries: atom 1 (O): -0.41, atom 2 (S): 0.69, atom 3 (O): -0.34, atom 4 (O): 1.17, atom 5 (C): -0.86

The following is a DFT calculation (ωB97M-V with the def2-TZVPD basis set) of a structure of composition C27H35BrF3O3PtSSi.

ORCA input file:
```
! RIJCOSX wB97M-V def2-TZVPD def2/J DEFGRID3
* xyz 1 1
Pt -0.79280 -0.64356 -1.07729
C -0.55579 -2.76139 2.55642
C -0.58651 -1.25157 2.38056
C -2.00467 -0.76290 2.13324
C 0.03517 -0.54686 3.57637
O 0.16098 -0.89903 1.17037
Si 1.76404 -0.85057 0.82947
S 1.49913 -0.67606 -1.34884
O 2.58645 0.37229 1.44670
C 2.57461 1.82116 1.34375
C 2.96460 2.34698 2.71483
C 1.19285 2.32829 0.95155
C 3.60280 2.21683 0.29513
O 2.40361 -2.27108 1.19036
C 3.76200 -2.73485 1.43337
C 4.15274 -2.30827 2.84054
C 4.68879 -2.12710 0.38919
C 3.71254 -4.24687 1.30379
H -1.13953 -3.04447 3.43196
H 0.46902 -3.10689 2.68946
H -0.97793 -3.25692 1.67939
H -2.65123 -1.00176 2.97685
H -2.41835 -1.25036 1.24476
H -2.01346 0.31835 1.98209
H -0.48250 -0.85101 4.48568
H -0.04210 0.53643 3.47702
H 1.09034 -0.81275 3.67429
H 2.22256 2.06149 3.46173
H 3.03239 3.43425 2.68373
H 3.93181 1.94302 3.01468
H 0.43425 1.97904 1.65464
H 0.92070 1.98852 -0.04984
H 1.19226 3.41787 0.95280
H 4.57855 1.79834 0.54418
H 3.69271 3.30211 0.25068
H 3.30311 1.85227 -0.68929
H 4.12290 -1.22078 2.92243
H 5.15819 -2.65501 3.07780
H 3.45613 -2.73151 3.56611
H 4.66161 -1.03600 0.44408
H 4.38053 -2.43753 -0.61184
H 5.71382 -2.45700 0.55405
H 2.96674 -4.66112 1.98260
H 4.68671 -4.67190 1.54414
H 3.44624 -4.52797 0.28409
Br -3.33255 -6.35538 -3.25644
C -2.59137 -4.73130 -2.65336
C -1.27775 -4.70635 -2.20904
C -0.71183 -3.50493 -1.80283
C -1.49578 -2.36717 -1.82048
C -2.79948 -2.37544 -2.28124
C -3.36044 -3.57693 -2.69020
H -0.68979 -5.61310 -2.19387
H 0.31839 -3.48233 -1.47360
H -3.38748 -1.46726 -2.32860
H -4.37944 -3.60781 -3.04886
F -4.44981 7.54827 -3.92496
C -5.19276 6.43147 -3.87567
F -6.24746 6.67993 -3.09197
F -5.65110 6.20779 -5.11724
C -4.37586 5.26273 -3.38485
C -4.75326 4.55250 -2.25635
C -3.98446 3.47897 -1.84386
C -2.84064 3.11930 -2.56124
C -2.45985 3.85516 -3.68744
C -3.23353 4.92095 -4.09925
C -2.08560 1.98471 -2.14211
C -1.48265 1.01736 -1.72649
H -5.64336 4.83472 -1.71296
H -4.25300 2.91233 -0.96275
H -1.56737 3.57829 -4.23149
H -2.96778 5.48938 -4.98060
*
```

As for the LUMO energy (spin up / spin down): -5.94 / -5.94 eV. As for the energy above the lowest of the compared OMol25 structures with the same formula, charge and spin: 106.8 kJ/mol.

Mulliken atomic charge list, values in e, 5 entries: atom 1 (Pt): 0.99, atom 2 (C): -1.43, atom 3 (C): 1.28, atom 4 (C): -1.68, atom 5 (C): -1.34

The following is a DFT calculation (ωB97M-V with the def2-TZVPD basis set) of a structure of composition C27H35BrF5MoO6PS5Sb.

ORCA input file:
```
! RIJCOSX wB97M-V def2-TZVPD def2/J DEFGRID3
* xyz -2 4
Mo -0.45913 1.05618 1.54676
S 3.74526 1.47267 4.49323
Sb 2.40875 2.54472 3.00915
S 1.98299 0.88271 1.17949
S 0.04390 1.88670 3.60739
C -5.33212 -5.03614 0.96335
C -4.03960 -5.38861 1.71134
C -4.41214 -5.83786 3.12391
C -3.34979 -6.56011 1.00021
C -3.10934 -4.17655 1.72283
C -2.64168 -3.58866 2.89055
C -1.81155 -2.48657 2.82447
Br -1.19391 -1.73060 4.44174
C -1.41334 -1.90359 1.61281
O -0.60523 -0.85926 1.67081
C -1.85583 -2.50097 0.41600
C -2.68928 -3.61346 0.52450
C -1.46136 -2.08691 -1.01311
C -0.66537 -3.24424 -1.63907
C -0.58458 -0.83997 -1.10748
C -2.71964 -1.81405 -1.85054
H -6.02613 -5.88121 0.97920
H -5.13299 -4.78180 -0.07789
H -5.82117 -4.17787 1.42671
H -5.07516 -6.70492 3.06910
H -4.93213 -5.04936 3.67042
H -3.53130 -6.12603 3.69972
H -3.99890 -7.44037 0.99351
H -2.41808 -6.82104 1.50505
H -3.10720 -6.30941 -0.03288
H -2.90739 -3.96579 3.86701
H -3.02413 -4.07141 -0.39820
H 0.23910 -3.44262 -1.06158
H -0.36419 -2.97748 -2.65439
H -1.24856 -4.16576 -1.68584
H 0.35458 -0.95050 -0.56940
H -1.13623 0.04471 -0.77306
H -0.34567 -0.65468 -2.15654
H -3.39310 -2.67212 -1.88345
H -2.42435 -1.57944 -2.87604
H -3.26283 -0.95475 -1.45434
O -3.21183 1.24425 -0.13717
C -3.42453 1.08023 1.05904
O -2.56090 0.99306 1.99681
H -4.47171 0.97873 1.41706
F -1.78503 6.42098 -3.31782
C -1.49337 5.49283 -2.38640
C -1.44761 5.83556 -1.04707
F -1.69358 7.10258 -0.67585
C -1.15597 4.88129 -0.08894
F -1.12182 5.25547 1.19414
C -0.89731 3.54614 -0.43324
O -0.61520 2.66954 0.48413
C -0.94440 3.22935 -1.79847
F -0.68414 1.98771 -2.20088
C -1.23931 4.18272 -2.75534
F -1.27501 3.84124 -4.04966
C 3.64334 4.86450 -0.73876
C 3.17808 3.55009 -1.32941
C 2.45485 3.73186 -2.64868
O 4.37614 2.75042 -1.46951
P 4.44757 1.25339 -2.04000
S 4.58858 1.16133 -3.97619
S 2.87842 0.17415 -1.34082
O 5.82870 0.76712 -1.40403
C 6.36762 1.01057 -0.08080
C 5.34617 1.13453 1.02833
C 7.28087 2.22087 -0.17123
H 2.78393 5.51286 -0.56326
H 4.33260 5.36394 -1.42291
H 4.15108 4.70115 0.21279
H 2.52650 3.03334 -0.62052
H 3.11866 4.17395 -3.39372
H 1.60081 4.39448 -2.49031
H 2.08741 2.78231 -3.03445
H 6.96573 0.11387 0.10576
H 4.81964 2.08819 0.98880
H 5.85038 1.07671 1.99344
H 4.60840 0.33561 0.99456
H 6.69191 3.10381 -0.41921
H 8.03768 2.07853 -0.94344
H 7.77542 2.38713 0.78773
*
```

As for the LUMO energy (spin up / spin down): 3.69 / 2.93 eV. Its expectation value of S² is 3.78. As for the energy above the lowest of the compared OMol25 structures with the same formula, charge and spin: 0.0 kJ/mol.

Mulliken atomic charge list, values in e, 5 entries: atom 1 (Mo): 1.20, atom 2 (S): -0.69, atom 3 (Sb): 0.14, atom 4 (S): 0.00, atom 5 (S): -0.49

The following is a DFT calculation (ωB97M-V with the def2-TZVPD basis set) of a structure of composition C27H35CdN4O6Sb.

ORCA input file:
```
! RIJCOSX wB97M-V def2-TZVPD def2/J DEFGRID3
* xyz 0 1
O -0.74850 -0.61740 -5.35891
H -1.25243 -1.42353 -5.60543
Cd -0.21402 0.46645 -2.42163
N 1.08089 -1.31620 -2.53872
N -1.38001 -1.54140 -1.80679
N 0.16930 2.64690 -1.87250
N -1.80750 1.33191 -0.89415
O 2.32315 -1.08455 -2.50431
O 1.21449 3.24472 -2.35843
O -2.82892 0.64089 -0.32134
O -2.53771 -1.68324 -1.23040
C -0.73803 -2.71400 -2.04920
C 0.59233 -2.59623 -2.52553
C -0.62516 3.35612 -1.05228
C -1.68686 2.59838 -0.46164
C 1.48915 -3.68615 -2.94525
H 1.55814 -3.72131 -4.04469
H 1.10341 -4.64124 -2.59102
H 2.49870 -3.51345 -2.54968
C -1.38527 -4.00806 -1.70145
H -2.42955 -4.01873 -2.05066
H -1.39297 -4.13869 -0.60432
H -0.84317 -4.85351 -2.15710
C -0.32395 4.75849 -0.65481
C -2.48016 3.14709 0.68353
H 0.34287 5.18685 -1.40979
H 0.21966 4.77343 0.30337
H -1.23283 5.37283 -0.54522
H -3.35062 2.52523 0.92508
H -2.82685 4.16566 0.46043
H -1.84966 3.21946 1.58396
H 1.19174 2.25591 -3.60084
H -2.78766 -0.33440 -0.70805
C -2.53132 0.37146 -4.72590
H -2.58261 0.96375 -5.64702
H -2.70690 0.98573 -3.78172
H -2.96542 -0.60715 -4.63168
O 0.90987 1.39019 -4.07819
H 0.15878 -1.00763 -5.34716
H 0.41789 1.55995 -4.91848
C 0.26972 3.96934 3.83494
C 1.00607 4.00417 2.64267
C 1.13853 2.84156 1.86745
C 0.49355 1.66648 2.25447
C -0.19429 1.60808 3.46579
C -0.32023 2.76721 4.25485
Sb 0.68268 -0.05120 0.92376
C 2.57514 -0.71918 1.75258
C 3.62735 -0.96638 0.86969
C 4.90366 -1.25562 1.37741
C 5.11221 -1.31585 2.76441
C 4.04065 -1.09080 3.64209
C 2.76423 -0.79284 3.13237
C -0.70804 -1.48673 1.77478
C -0.34446 -2.83674 1.80683
C -1.24239 -3.79221 2.31127
C -2.49616 -3.39287 2.80063
C -2.85376 -2.03725 2.76519
C -1.96354 -1.09165 2.23761
H 0.17382 4.86939 4.43858
H 1.48962 4.92264 2.31827
H 1.75313 2.86264 0.96547
H -0.63311 0.67466 3.82462
H -0.87314 2.72645 5.19029
H 3.46475 -0.92757 -0.20860
H 5.72899 -1.43272 0.69205
H 6.10311 -1.53731 3.15949
H 4.19028 -1.14140 4.71887
H 1.93979 -0.61243 3.82637
H 0.63855 -3.15636 1.45263
H -0.95536 -4.84361 2.33101
H -3.18661 -4.13249 3.20279
H -3.82172 -1.71139 3.14518
H -2.26530 -0.04257 2.20210
*
```

As for the LUMO energy (spin up / spin down): -0.58 / -1.44 eV. As for the energy above the lowest of the compared OMol25 structures with the same formula, charge and spin: 0.0 kJ/mol.

Mulliken atomic charge list, values in e, 5 entries: atom 1 (O): -0.57, atom 2 (H): 0.30, atom 3 (Cd): 1.76, atom 4 (N): 0.51, atom 5 (N): 0.95